1.
A structure of composition C34H31N6OPPd, computed with ωB97M-V with the def2-TZVPD basis set.

Output
Calculated total energy   -59518.739 eV
Frontier orbital gap   7.73 eV
Energy relative to the best compared isomer or geometry (same formula, charge and spin)   0.9295 eV

Last column: Löwdin charge in e.
Element x y z (Å)
Pd  -1.52  0.00  -0.09  0.86
C  5.74  -0.52  -2.20  -0.09
C  5.05  -1.51  -1.51  -0.09
C  3.76  -1.27  -1.07  -0.12
C  3.14  -0.03  -1.28  -0.39
C  3.85  0.95  -1.97  -0.08
C  5.14  0.71  -2.43  -0.08
P  1.42  0.15  -0.67  1.08
C  1.00  1.82  -1.29  -0.41
C  1.34  3.00  -0.64  -0.10
C  1.03  4.23  -1.22  -0.09
C  0.39  4.28  -2.45  -0.09
C  0.03  3.11  -3.09  -0.08
C  0.33  1.88  -2.51  -0.11
C  1.72  0.41  1.13  -0.31
C  2.97  0.74  1.58  -0.09
C  3.27  0.79  2.96  -0.07
C  2.31  0.48  3.87  -0.04
C  1.00  0.13  3.46  -0.18
C  0.03  -0.21  4.43  -0.05
C  -1.23  -0.54  4.05  -0.09
C  -1.58  -0.51  2.68  -0.15
C  -0.68  -0.16  1.70  -0.27
C  0.67  0.12  2.07  -0.19
H  6.75  -0.70  -2.55  0.10
H  5.51  -2.47  -1.33  0.10
H  3.22  -2.05  -0.55  0.09
H  3.39  1.91  -2.16  0.10
H  5.67  1.48  -2.97  0.10
H  1.85  2.97  0.31  0.10
H  1.30  5.15  -0.71  0.10
H  0.15  5.24  -2.89  0.10
H  -0.50  3.14  -4.03  0.10
H  0.03  0.97  -3.00  0.10
H  3.76  0.95  0.88  0.10
H  4.27  1.07  3.28  0.11
H  2.53  0.48  4.93  0.11
H  0.32  -0.20  5.47  0.11
H  -1.98  -0.80  4.78  0.10
H  -2.60  -0.73  2.40  0.09
N  -2.01  3.91  1.33  0.08
C  -2.44  4.09  0.03  -0.06
C  -2.35  2.87  -0.56  -0.10
N  -1.87  1.97  0.36  -0.03
C  -1.68  2.62  1.49  -0.15
H  -1.96  4.61  2.04  0.16
H  -2.77  5.04  -0.35  0.12
H  -2.57  2.59  -1.57  0.07
H  -1.31  2.20  2.41  0.13
C  0.71  -4.79  0.26  -0.03
C  -0.67  -4.37  0.75  -0.58
C  -0.67  -4.18  2.27  -0.03
C  -1.74  -5.37  0.31  -0.03
C  -0.98  -3.06  0.16  -0.09
N  -1.23  -2.04  -0.29  0.14
H  0.97  -5.76  0.70  0.09
H  1.47  -4.07  0.55  0.08
H  0.73  -4.89  -0.83  0.09
H  -0.42  -5.14  2.74  0.09
H  -1.65  -3.86  2.63  0.09
H  0.06  -3.44  2.58  0.09
H  -1.50  -6.35  0.74  0.09
H  -1.78  -5.47  -0.77  0.09
H  -2.73  -5.08  0.67  0.09
N  -4.31  -0.96  -1.43  0.15
C  -3.73  0.10  -2.10  -0.52
O  -2.49  0.28  -1.99  -0.16
C  -4.55  0.94  -2.87  -0.22
C  -5.93  0.65  -3.01  -0.25
N  -7.05  0.39  -3.15  0.12
C  -3.98  2.06  -3.52  -0.24
N  -3.49  2.97  -4.03  0.14
H  -3.67  -1.70  -1.20  0.07
H  -5.24  -1.23  -1.70  0.09

2.
An isolated molecule of C21H31NO3, computed with ωB97M-V with the def2-TZVPD basis set.

Output
Calculated total energy   -29912.675 eV
Frontier orbital gap   9.33 eV
Energy relative to the best compared isomer or geometry (same formula, charge and spin)   0.8706 eV

Last column: Löwdin charge in e.
Element x y z (Å)
C  2.98  1.88  -2.37  -0.06
C  1.73  2.42  -1.70  -0.20
H  0.88  2.36  -2.39  0.13
H  1.87  3.46  -1.37  0.12
O  1.40  1.71  -0.51  -0.01
C  0.82  0.52  -0.65  -0.46
O  0.59  0.01  -1.71  0.13
C  0.48  -0.12  0.70  -0.36
C  0.28  0.91  1.81  -0.10
C  -0.96  1.76  1.56  -0.18
N  -2.14  0.92  1.47  -0.17
C  -2.02  0.02  0.34  -0.17
C  -0.83  -0.91  0.53  -0.10
H  -0.75  -1.57  -0.33  0.12
H  -1.00  -1.51  1.43  0.13
H  -2.94  -0.56  0.27  0.12
H  -1.89  0.58  -0.60  0.13
C  -3.37  1.70  1.40  -0.20
C  -4.56  0.80  1.59  -0.08
C  -5.71  0.85  0.93  -0.35
C  -6.00  1.85  -0.15  -0.06
H  -6.23  2.82  0.28  0.09
H  -5.16  1.97  -0.82  0.07
H  -6.86  1.53  -0.74  0.07
C  -6.83  -0.09  1.25  -0.07
H  -7.07  -0.70  0.38  0.08
H  -6.57  -0.75  2.07  0.07
H  -7.72  0.47  1.52  0.08
H  -4.41  0.06  2.37  0.11
H  -3.35  2.42  2.23  0.13
H  -3.44  2.27  0.46  0.12
H  -1.10  2.45  2.40  0.12
H  -0.82  2.37  0.65  0.13
H  1.14  1.56  1.90  0.12
H  0.14  0.37  2.75  0.13
C  1.61  -1.12  1.04  -0.09
C  3.02  -0.52  1.02  -0.17
O  3.60  -0.52  -0.26  -0.05
C  4.08  -1.69  -0.78  -0.26
C  4.65  -1.59  -2.05  -0.01
C  5.17  -2.71  -2.67  -0.08
C  5.15  -3.94  -2.03  -0.10
C  4.59  -4.03  -0.77  -0.09
C  4.06  -2.92  -0.14  -0.03
H  3.63  -3.04  0.84  0.10
H  4.57  -4.99  -0.26  0.10
H  5.56  -4.81  -2.51  0.10
H  5.61  -2.62  -3.65  0.10
H  4.67  -0.63  -2.54  0.11
H  3.67  -1.05  1.73  0.13
H  2.99  0.54  1.31  0.13
H  1.41  -1.52  2.04  0.13
H  1.57  -1.94  0.32  0.13
H  2.79  0.88  -2.73  0.07
H  3.25  2.52  -3.20  0.08
H  3.80  1.85  -1.65  0.08

3.
A structure of composition C2Cl2FNS at a distorted geometry, computed with ωB97M-V with the def2-TZVPD basis set.

Output
Calculated total energy   -42157.816 eV
Frontier orbital gap (alpha / beta)   8.74 / 6.28 eV
Energy relative to the best compared isomer or geometry (same formula, charge and spin)   2.4135 eV

Last column: Löwdin charge in e.
Element x y z (Å)
C  -0.53  -0.85  1.05  -0.84
C  1.49  0.50  -1.20  -1.16
N  0.28  -0.67  1.89  0.07
F  2.19  -0.63  -1.26  -0.03
S  -1.70  -1.07  -0.16  0.58
Cl  1.98  1.48  0.18  0.63
Cl  -0.07  0.45  -1.60  0.74

4.
A cluster of 2 separate species, C3H9NO in total at a distorted geometry, computed with ωB97M-V with the def2-TZVPD basis set.

Output
Net charge   +1
2S+1   2
Calculated total energy   -6782.856 eV
Frontier orbital gap (alpha / beta)   11.68 / 4.44 eV
Energy relative to the best compared isomer or geometry (same formula, charge and spin)   3.4527 eV
⟨S²⟩   0.7553

Last column: Löwdin charge in e.
Element x y z (Å)
C  2.71  -1.14  -0.10  -0.10
N  2.58  -0.03  0.49  0.01
H  1.76  -1.79  -0.26  0.10
H  3.62  -1.42  -0.69  0.10
H  3.50  0.47  0.70  0.11
H  0.63  0.84  -0.32  0.11
C  -1.15  0.21  0.18  -0.18
O  -0.15  0.49  -0.81  0.21
C  -2.58  0.65  -0.08  -0.03
H  -1.26  -0.94  0.31  0.21
H  -0.79  0.60  1.15  0.15
H  -2.96  0.14  -1.11  0.16
H  -3.16  0.22  0.65  0.06
H  -2.76  1.71  -0.12  0.09